(1)
Molecular formula: C39H49BN8S3Zr
Method: DFT, the ωB97M-V functional and the def2-TZVPD basis

As for the spin multiplicity: 1. The value obtained for the frontier orbital gap is 6.86 eV. The LUMO energy is -12.61 eV. Its net charge is +4. The energy relative to the best compared isomer or geometry (same formula, charge and spin) is 0.0 kcal per mole.

Geometry (Å):
Zr -21.104 6.145 1.070
C -18.769 5.227 -3.136
C -19.972 4.261 -2.951
C -20.048 2.966 -3.502
C -21.112 2.114 -3.177
N -21.889 2.454 -2.119
N -21.811 3.643 -1.562
B -23.072 3.746 -0.743
N -24.291 4.199 -1.528
N -24.757 3.799 -2.675
C -25.834 4.388 -3.120
C -26.388 5.486 -2.436
C -25.750 6.089 -1.333
C -26.314 7.323 -0.786
C -24.690 5.333 -0.857
S -23.646 5.292 0.567
C -26.422 3.862 -4.438
C -26.874 5.058 -5.393
C -27.720 3.082 -4.055
C -25.400 2.937 -5.218
N -23.228 2.524 0.201
N -24.260 1.681 -0.097
C -24.559 0.740 0.719
C -23.790 0.630 1.956
C -22.732 1.468 2.281
C -21.894 1.259 3.494
C -22.452 2.463 1.294
S -21.178 3.660 1.558
C -25.792 -0.126 0.475
C -25.517 -1.641 0.438
C -26.696 0.058 1.615
C -26.454 0.287 -0.877
C -20.904 4.551 -1.919
S -20.904 6.189 -1.235
C -21.380 0.767 -3.777
C -22.762 0.262 -3.273
C -20.254 -0.189 -3.330
C -21.394 0.861 -5.258
H -18.153 4.880 -3.906
H -18.105 5.174 -2.216
H -19.074 6.294 -3.169
H -19.324 2.595 -4.228
H -27.289 5.925 -2.807
H -25.975 8.281 -1.265
H -26.083 7.283 0.239
H -27.406 7.359 -0.851
H -27.720 5.508 -4.839
H -27.252 4.631 -6.358
H -26.036 5.668 -5.679
H -28.446 3.703 -3.459
H -27.581 2.119 -3.581
H -28.180 2.702 -5.001
H -24.457 3.481 -5.127
H -25.776 2.784 -6.251
H -25.303 2.001 -4.703
H -24.115 -0.115 2.681
H -22.048 0.361 3.979
H -22.009 2.095 4.215
H -20.825 1.192 3.199
H -24.924 -1.992 1.203
H -25.086 -1.832 -0.571
H -26.464 -2.201 0.572
H -26.233 -0.323 2.555
H -27.554 -0.514 1.325
H -26.918 1.143 1.793
H -25.748 0.265 -1.692
H -26.951 1.247 -0.841
H -27.212 -0.479 -1.052
H -22.645 -0.093 -2.237
H -22.897 -0.575 -3.865
H -23.557 0.992 -3.429
H -20.265 -0.189 -2.211
H -19.343 0.209 -3.835
H -20.386 -1.226 -3.654
H -22.239 1.515 -5.583
H -21.464 -0.175 -5.624
H -20.468 1.279 -5.577
C -20.799 8.208 2.982
C -22.190 8.136 2.680
C -22.509 8.384 1.314
C -21.569 8.700 0.375
C -20.262 8.863 0.700
C -19.883 8.479 1.966
H -20.444 8.064 3.998
H -22.941 7.918 3.408
H -23.552 8.343 1.036
H -21.927 8.899 -0.670
H -19.481 9.192 0.033
H -18.810 8.596 2.216
N -16.738 5.231 6.039
C -17.057 5.247 4.918
C -17.277 5.424 3.529
C -16.235 5.701 2.655
C -16.536 5.878 1.303
C -17.918 5.816 0.943
N -18.958 5.586 1.835
C -18.568 5.423 3.067
H -15.231 5.843 3.140
H -15.887 6.041 0.459
H -18.333 5.905 -0.041
H -19.381 5.408 3.802

Atoms 1-3, force components in eV/Å:
Zr -0.295 -0.480 1.623
C -1.122 -0.104 2.403
C 1.136 -0.385 1.062


(2)
Molecular formula: C39H50CdN5O12PSSiTe
Method: DFT, the ωB97M-V functional and the def2-TZVPD basis

As for the spin multiplicity: 1. The value obtained for the frontier orbital gap is 4.96 eV. The LUMO energy is 3.07 eV. Its net charge is -2.

Geometry (Å):
Cd -0.128 0.004 -0.732
C 1.662 -1.724 3.230
C 1.659 -0.202 3.044
C 0.304 0.341 3.495
C 2.783 0.428 3.872
O 1.790 0.137 1.664
Si 3.067 0.060 0.621
S 2.329 0.351 -1.285
O 4.261 1.138 1.043
C 4.382 2.535 0.789
C 4.927 2.763 -0.621
C 3.040 3.252 0.937
C 5.366 3.057 1.838
O 3.789 -1.385 0.932
C 4.990 -1.974 0.465
C 4.688 -3.459 0.260
C 5.463 -1.350 -0.846
C 6.050 -1.783 1.555
H 1.534 -1.977 4.285
H 2.595 -2.140 2.861
H 0.841 -2.150 2.651
H 0.097 0.028 4.521
H -0.472 -0.039 2.830
H 0.294 1.431 3.444
H 2.674 0.163 4.926
H 2.752 1.515 3.778
H 3.751 0.083 3.507
H 4.254 2.288 -1.334
H 5.922 2.323 -0.724
H 4.987 3.830 -0.845
H 2.348 2.899 0.169
H 3.173 4.330 0.825
H 2.604 3.042 1.916
H 6.318 2.528 1.753
H 4.962 2.882 2.837
H 5.538 4.127 1.704
H 3.930 -3.566 -0.517
H 4.292 -3.882 1.186
H 5.588 -4.006 -0.028
H 4.677 -1.443 -1.596
H 6.371 -1.842 -1.199
H 5.657 -0.287 -0.698
H 5.713 -2.253 2.481
H 6.180 -0.715 1.734
H 7.005 -2.221 1.257
N -9.832 -0.052 -1.613
C -8.742 0.024 -1.250
C -7.392 0.099 -0.794
C -6.403 0.688 -1.585
C -5.093 0.708 -1.146
C -4.731 0.116 0.066
C -5.731 -0.432 0.866
C -7.050 -0.432 0.451
C -3.291 0.038 0.415
C -2.600 1.241 0.636
C -3.164 2.541 0.798
C -2.115 3.387 1.082
C -0.949 2.580 1.064
N -1.229 1.315 0.814
C -2.719 -1.242 0.443
C -3.379 -2.504 0.320
C -2.402 -3.465 0.434
C -1.181 -2.761 0.598
N -1.361 -1.454 0.611
H -6.662 1.110 -2.548
H -4.321 1.143 -1.760
H -5.472 -0.865 1.824
H -7.827 -0.847 1.079
H -4.214 2.789 0.742
H -2.152 4.450 1.265
H 0.070 2.900 1.234
H -4.435 -2.663 0.171
H -2.524 -4.536 0.386
H -0.194 -3.189 0.707
O -2.071 0.176 -2.366
C -1.639 1.338 -2.500
O -0.656 1.836 -1.906
C -2.348 2.259 -3.477
C -3.221 1.756 -4.425
C -3.797 2.624 -5.351
C -3.534 3.982 -5.327
C -2.677 4.467 -4.355
C -2.065 3.616 -3.441
N -2.412 5.890 -4.303
O -2.916 6.606 -5.155
O -1.704 6.314 -3.412
N -4.691 2.104 -6.363
O -4.953 0.918 -6.348
O -5.151 2.880 -7.185
H -3.448 0.699 -4.450
H -3.985 4.645 -6.048
H -1.374 3.992 -2.701
C -1.984 -2.343 -5.752
C -1.523 -2.724 -4.355
O -0.098 -2.809 -4.290
P 0.670 -1.719 -3.332
O 0.106 -1.873 -1.952
Te 0.739 0.269 -4.673
O 2.124 -2.425 -3.324
C 3.139 -2.168 -4.281
C 3.882 -3.460 -4.576
H -3.076 -2.346 -5.796
H -1.595 -3.056 -6.482
H -1.622 -1.347 -6.008
H -1.910 -3.714 -4.093
H -1.897 -2.007 -3.619
H 3.818 -1.411 -3.876
H 2.706 -1.771 -5.200
H 4.302 -3.879 -3.660
H 4.694 -3.259 -5.278
H 3.193 -4.183 -5.014

Atoms 1-3, force components in eV/Å:
Cd 0.732 -0.316 0.582
C -0.042 0.204 -0.271
C -0.116 -0.037 0.347


(3)
Molecular formula: C39H50FO6P2Rb
Method: DFT, the ωB97M-V functional and the def2-TZVPD basis

As for the spin multiplicity: 1. The value obtained for the frontier orbital gap is 6.72 eV. The LUMO energy is -0.02 eV.

Geometry (Å):
Rb -1.460 1.071 -0.072
C -2.979 -2.581 -0.637
C -1.879 -2.506 0.406
O -1.940 -1.310 1.159
C -2.785 -1.322 2.293
C -2.845 0.081 2.876
O -3.333 1.050 1.965
C -4.699 1.008 1.608
C -4.845 0.963 0.099
O -4.306 2.158 -0.435
C -4.653 2.425 -1.778
C -3.926 1.591 -2.812
O -2.541 1.890 -2.784
C -1.825 1.351 -3.881
C -0.459 0.892 -3.411
O -0.535 -0.098 -2.406
C -0.698 -1.445 -2.785
C -2.151 -1.907 -2.805
O -2.896 -1.579 -1.643
H -3.954 -2.443 -0.161
H -2.977 -3.577 -1.097
H -0.899 -2.520 -0.072
H -1.924 -3.380 1.068
H -2.391 -2.017 3.047
H -3.791 -1.668 2.018
H -1.845 0.417 3.154
H -3.459 0.062 3.786
H -5.189 1.908 1.992
H -5.196 0.136 2.049
H -5.909 0.866 -0.161
H -4.317 0.090 -0.303
H -4.419 3.478 -1.934
H -5.734 2.288 -1.918
H -4.350 1.840 -3.795
H -4.073 0.517 -2.641
H -1.706 2.114 -4.661
H -2.379 0.518 -4.325
H 0.066 1.742 -2.969
H 0.141 0.535 -4.258
H -0.128 -2.027 -2.058
H -0.247 -1.633 -3.769
H -2.165 -2.992 -2.973
H -2.686 -1.450 -3.639
C 3.565 -0.517 2.061
C 3.390 0.988 1.847
P 1.662 1.623 1.445
C 1.102 1.920 3.159
C 0.805 3.181 3.672
C 0.347 3.324 4.970
C 0.155 2.212 5.782
C 0.421 0.951 5.276
C 0.887 0.811 3.973
C 2.210 3.226 0.750
C 1.788 3.559 -0.538
C 2.231 4.713 -1.158
C 3.091 5.578 -0.491
C 3.512 5.267 0.792
C 3.079 4.094 1.400
C 3.580 -1.379 0.799
P 1.997 -1.678 -0.130
C 1.652 -3.435 0.181
C 1.683 -3.894 1.501
C 1.243 -5.166 1.826
C 0.736 -6.009 0.846
C 0.673 -5.561 -0.464
C 1.126 -4.289 -0.792
C 2.632 -1.543 -1.839
C 2.573 -0.257 -2.379
C 3.047 0.002 -3.655
C 3.570 -1.025 -4.428
C 3.649 -2.305 -3.899
C 3.197 -2.557 -2.611
H 2.845 -0.906 2.785
H 4.544 -0.668 2.528
H 4.040 1.293 1.019
H 3.773 1.509 2.730
H 0.892 4.044 3.027
H 0.117 4.314 5.346
H -0.211 2.335 6.794
H 0.260 0.070 5.886
H 1.053 -0.187 3.583
H 1.101 2.893 -1.051
H 1.894 4.952 -2.160
H 3.426 6.487 -0.974
H 4.181 5.933 1.323
H 3.423 3.861 2.401
H 3.996 -2.365 1.030
H 4.258 -0.927 0.070
H 2.051 -3.250 2.293
H 1.291 -5.499 2.855
H 0.393 -7.002 1.106
H 0.274 -6.198 -1.244
H 1.038 -3.953 -1.817
H 2.146 0.550 -1.792
H 3.002 1.011 -4.047
H 3.930 -0.823 -5.429
H 4.082 -3.111 -4.479
H 3.321 -3.549 -2.198
F -0.434 2.814 1.184

Atoms 1-3, force components in eV/Å:
Rb -0.066 -0.010 -0.504
C -0.053 -0.064 -0.065
C -0.019 0.016 0.115


(4)
Molecular formula: C39H50N4O4SSb2Sc
Method: DFT, the ωB97M-V functional and the def2-TZVPD basis

As for the spin multiplicity: 1. The value obtained for the frontier orbital gap is 6.78 eV. The LUMO energy is -3.17 eV. Its net charge is +1. The energy relative to the best compared isomer or geometry (same formula, charge and spin) is 25.9 kcal per mole.

Geometry (Å):
Sc -0.628 0.766 0.069
C -1.237 7.131 0.041
C -0.595 6.162 -0.947
N -1.387 4.944 -1.122
C -1.270 3.863 -0.334
S -2.486 2.620 -0.463
N -0.245 3.843 0.492
N -0.094 2.649 1.116
C 0.422 2.652 2.294
C 0.821 3.891 3.024
C 0.553 1.327 2.934
C 0.897 1.188 4.270
C 0.950 -0.078 4.832
C 0.670 -1.180 4.042
C 0.350 -0.959 2.717
N 0.297 0.255 2.172
H -0.577 7.979 0.240
H -1.441 6.619 0.985
H -2.180 7.519 -0.352
H 0.390 5.865 -0.607
H -0.487 6.626 -1.925
H -2.271 5.025 -1.594
H 0.552 4.757 2.432
H 1.903 3.900 3.199
H 0.320 3.952 3.994
H 1.113 2.064 4.865
H 1.214 -0.201 5.876
H 0.703 -2.187 4.438
H 0.140 -1.785 2.051
C 4.810 0.849 2.613
Sb 3.739 0.308 0.818
C 5.454 0.568 -0.450
C 3.835 -1.875 1.307
C 4.544 -2.675 0.255
C 5.927 -2.833 0.378
C 6.694 -3.437 -0.605
C 6.078 -3.890 -1.760
C 4.700 -3.793 -1.873
C 3.900 -3.231 -0.872
C 2.400 -3.354 -1.056
Sb 1.118 -1.599 -1.301
C 2.519 -0.595 -2.589
C 0.003 -2.559 -2.870
H 5.754 0.303 2.620
H 4.228 0.584 3.497
H 5.014 1.922 2.625
H 6.020 -0.355 -0.530
H 6.077 1.346 -0.004
H 5.145 0.886 -1.446
H 2.811 -2.210 1.479
H 4.375 -1.909 2.254
H 6.412 -2.459 1.277
H 7.765 -3.540 -0.475
H 6.658 -4.339 -2.556
H 4.212 -4.197 -2.756
H 1.954 -3.920 -0.228
H 2.226 -3.929 -1.968
H 2.207 -0.737 -3.623
H 3.504 -1.040 -2.443
H 2.555 0.467 -2.362
H 0.685 -2.774 -3.689
H -0.812 -1.925 -3.213
H -0.410 -3.495 -2.490
C -6.719 -4.739 2.377
C -5.839 -3.555 2.092
C -6.169 -2.289 2.571
C -5.374 -1.188 2.322
C -5.805 0.160 2.862
C -4.180 -1.368 1.581
C -3.356 -0.209 1.385
O -2.179 -0.216 1.019
C -3.837 -2.647 1.066
C -2.624 -2.907 0.203
C -4.679 -3.706 1.336
H -7.650 -4.438 2.856
H -6.208 -5.443 3.038
H -6.958 -5.276 1.456
H -7.077 -2.167 3.156
H -6.692 0.049 3.480
H -6.054 0.848 2.050
H -5.032 0.630 3.471
H -3.809 0.768 1.570
H -2.424 -2.099 -0.491
H -2.768 -3.825 -0.368
H -1.733 -3.037 0.822
H -4.433 -4.685 0.934
O -3.143 0.476 -3.784
C -2.079 1.045 -4.394
C -2.155 1.432 -5.731
C -1.069 2.012 -6.360
C 0.113 2.248 -5.666
C 0.191 1.887 -4.337
C -0.880 1.268 -3.687
C -0.683 0.900 -2.275
O -1.395 0.038 -1.661
O 0.276 1.431 -1.605
H -3.888 0.473 -4.391
H -3.081 1.273 -6.277
H -1.146 2.285 -7.405
H 0.957 2.715 -6.159
H 1.088 2.081 -3.763

Atoms 1-3, force components in eV/Å:
Sc -0.057 0.412 1.795
C -0.051 -0.046 -0.026
C -0.162 -0.085 0.028